Entry 1:
Entry from the OMol25 dataset: a structure of composition C35H52AsNdOP3 (wB97M-V/def2-TZVPD).

Cartesian coordinates (Å):
Nd  -0.7678  -0.2801  -1.1452
P  -2.0467  -2.7728  -0.2053
P  1.4489  -2.1592  1.1555
P  1.1378  -2.5364  -2.0644
H  -1.4465  3.5140  -2.5445
C  -1.6830  2.7556  -3.3085
C  -2.7792  1.9901  -3.2504
H  -3.6235  2.2604  -2.5945
C  -3.6993  -2.3477  0.4550
C  -1.6552  -4.1834  0.8908
C  -2.5935  -3.6478  -1.7295
C  3.1434  -1.4742  1.3525
C  0.8093  -1.8045  2.8367
C  1.8438  -3.9449  1.4291
C  0.7743  -2.5260  -3.8883
C  1.5618  -4.3406  -1.8781
C  2.8816  -1.9217  -2.0239
H  -1.0465  2.7696  -4.2061
H  -2.9538  1.1585  -3.9489
H  -4.0800  -1.4443  -0.0437
H  -3.6483  -2.1516  1.5321
H  -4.3585  -3.2062  0.2435
H  -1.2731  -3.8413  1.8652
H  -0.9013  -4.8284  0.4230
H  -2.5851  -4.7536  1.0453
H  -2.9440  -2.9310  -2.4903
H  -3.4326  -4.2845  -1.4139
H  -1.7794  -4.2479  -2.1562
H  3.8725  -2.2908  1.3181
H  3.2329  -0.9761  2.3239
H  3.3596  -0.7348  0.5690
H  1.2652  -2.4836  3.5697
H  -0.2764  -1.9489  2.8335
H  1.0285  -0.7646  3.1110
H  2.9292  -4.0866  1.3803
H  1.3751  -4.5872  0.6825
H  1.5003  -4.2572  2.4220
H  0.9793  -3.5408  -4.2859
H  1.3898  -1.7808  -4.4210
H  -0.2914  -2.2733  -4.0739
H  1.8350  -4.7320  -2.8719
H  0.7151  -4.9394  -1.5014
H  2.4300  -4.4921  -1.2146
H  3.3614  -2.1595  -2.9885
H  3.4457  -2.4390  -1.2241
H  2.9262  -0.8346  -1.8427
C  0.9203  1.0967  -3.7404
C  2.0881  1.8560  -4.0108
C  2.5894  1.9239  -5.3111
C  1.7970  1.4722  -6.3808
C  0.6179  0.7729  -6.1386
C  0.1542  0.5733  -4.8107
O  0.5463  0.8850  -2.4562
H  0.1040  2.4925  -0.3235
H  2.5671  2.2867  -3.1201
H  3.5914  2.3199  -5.4368
H  2.0965  1.6419  -7.4187
H  0.0392  0.4416  -7.0101
H  -0.8213  0.1246  -4.5634
C  -0.5318  6.3838  2.0618
C  0.2477  5.9295  0.9906
C  0.3436  4.5610  0.7601
C  -0.3716  3.6682  1.5727
C  -1.2353  4.1125  2.5637
C  -1.2656  5.4915  2.8528
As  -0.0789  1.7065  1.2145
C  1.2531  1.6414  2.7552
C  2.6096  1.6173  2.4280
C  3.5752  1.5020  3.4464
C  3.1801  1.5185  4.7899
C  1.8263  1.6504  5.1268
C  0.8576  1.6952  4.1051
C  -1.8633  0.8831  1.9232
C  -1.9462  0.1443  3.1068
C  -3.2056  -0.1816  3.6375
C  -4.3628  0.1923  2.9491
C  -4.2796  0.8901  1.7394
C  -3.0127  1.2529  1.2369
H  -0.5259  7.4435  2.2776
H  0.8125  6.6183  0.3547
H  0.9843  4.1754  -0.0416
H  -1.8513  3.4025  3.1189
H  -1.8381  5.8383  3.7165
H  2.8893  1.7104  1.3849
H  4.6297  1.4306  3.1841
H  3.9301  1.4602  5.5669
H  1.5060  1.7390  6.1792
H  -0.1940  1.8205  4.3904
H  -1.0523  -0.1061  3.6500
H  -3.2701  -0.6712  4.6153
H  -5.3448  -0.0330  3.3719
H  -5.1764  1.2117  1.2012
H  -2.9107  1.9154  0.3676

## Properties
- Net charge: +3
- Frontier orbital gap (alpha / beta): 4.4447 / 4.4943 eV
- <S²>: 3.760
- Multiplicity: 4
- E_tot: -5260.25691 hartree

---

Entry 2:
Entry from the OMol25 dataset: the molecule C20H20N2O3S (wB97M-V/def2-TZVPD).

Cartesian coordinates (Å):
C  -0.6882  6.1190  2.6661
C  0.3066  5.1991  2.2369
O  -0.0743  4.1747  1.2765
C  -0.6994  3.0072  2.1002
O  -0.6963  2.9140  3.4024
C  -1.3855  2.0331  1.0014
C  -1.9683  0.8450  1.3814
C  -2.1763  0.4640  2.8912
C  -2.4984  -0.1318  0.4550
C  -1.4220  -1.2591  0.2336
C  -1.8765  -2.4724  0.7349
C  -1.0834  -3.5809  0.4171
C  0.3929  -3.4849  0.3395
C  0.6747  -2.1552  -0.1552
O  2.0562  -1.7347  -0.5180
C  2.7058  -2.7181  -1.2852
C  2.3271  -3.5641  -2.2933
C  3.1199  -4.4552  -2.7913
C  4.6453  -4.3680  -2.5855
C  5.1046  -3.5032  -1.6551
C  3.9902  -2.7214  -0.9458
C  -0.1533  -1.2202  -0.0210
N  -2.5529  0.6208  -0.9837
C  -1.7662  1.5870  -1.1233
S  -1.9308  2.2475  -2.8086
N  -1.0879  2.4364  -0.1571
H  -0.0499  6.9404  3.1219
H  -1.4418  5.5598  3.1032
H  -1.1771  6.6629  1.7227
H  0.9883  5.5972  1.5778
H  0.8210  4.7041  3.0811
H  -3.4079  0.2760  3.0901
H  -1.7328  0.9383  3.4658
H  -1.7233  -0.4791  2.9012
H  -3.3163  -0.5590  0.6880
H  -2.6646  -2.6149  1.0790
H  -1.3598  -4.6028  0.9386
H  1.1801  -4.2465  0.2450
H  1.2977  -3.5533  -2.1971
H  2.7249  -5.3403  -3.4949
H  5.1641  -5.1389  -3.0689
H  6.1100  -3.5658  -1.2022
H  4.5154  -1.8519  -0.4274
H  0.2085  -0.2683  -0.2524
H  -2.9563  -0.0371  -1.5250
H  -0.6795  3.1784  -0.3993

## Properties
- Frontier orbital gap: 7.4005 eV
- Structure (SMILES): CCOC(=O)C1=C(C)[C@H](c2cccc(Oc3ccccc3)c2)NC(=S)N1
- E_tot: -1507.05104 hartree

---

Entry 3:
Entry from the OMol25 dataset: a cluster of 2 separate species, C4H10NO3 in total (wB97M-V/def2-TZVPD).

Cartesian coordinates (Å):
O  2.6494  -0.3156  -0.9692
C  2.0552  -0.8701  0.2438
O  2.3378  -0.3242  1.4379
C  0.5230  -0.8027  -0.0261
C  0.1377  0.6675  0.1563
C  -1.1728  0.8857  0.9444
N  0.2364  -1.1903  -1.3898
H  -0.0375  -1.3978  0.7790
H  0.9876  1.1997  0.6275
H  0.0160  0.9852  -0.8857
H  -1.9648  0.1664  0.6433
H  -1.0027  0.7184  2.0089
H  -1.6306  1.9022  0.8086
H  2.2872  -1.9475  0.2082
H  -0.0417  -2.1463  -1.4725
H  1.9144  -0.6485  -1.5416
H  -3.9421  1.5339  -1.1783
O  -3.3526  1.5840  -0.3943

## Properties
- Net charge: -1
- Frontier orbital gap: 3.1722 eV
- E_tot: -438.67186 hartree

---

Entry 4:
Entry from the OMol25 dataset: a structure of composition C33H32N4OPt (wB97M-V/def2-TZVPD).

Cartesian coordinates (Å):
Pt  -0.1814  0.2114  -0.8265
C  -1.2918  -2.6589  -3.1633
C  -1.3162  -3.6863  -2.0266
C  -2.2743  -3.2558  -0.9424
C  -3.5605  -3.7811  -0.9173
C  -4.4989  -3.3242  -0.0063
C  -4.1582  -2.3158  0.8761
C  -2.8863  -1.7495  0.8803
C  -2.5958  -0.6008  1.8085
C  -3.1715  0.7125  1.2698
C  -1.9419  -2.2500  -0.0208
N  -0.6306  -1.6962  -0.0629
C  0.3697  -2.4033  0.3505
C  1.6871  -1.9163  0.1428
C  2.9525  -2.4829  0.3341
C  3.8619  -1.5486  -0.1739
C  3.0975  -0.4724  -0.6550
N  1.7951  -0.6966  -0.4611
H  -0.6101  -2.9647  -3.9590
H  -0.9635  -1.6873  -2.7879
H  -2.2885  -2.5338  -3.5910
H  -0.3036  -3.8082  -1.6432
H  -1.6283  -4.6621  -2.4059
H  -3.8226  -4.5553  -1.6298
H  -5.4963  -3.7466  0.0080
H  -4.8920  -1.9403  1.5813
H  -1.5263  -0.5071  1.9956
H  -3.0594  -0.8190  2.7756
H  -2.7113  0.9851  0.3187
H  -2.9967  1.5372  1.9640
H  -4.2505  0.6379  1.1107
H  0.2021  -3.3776  0.8086
H  3.1674  -3.4434  0.7772
H  4.9372  -1.6364  -0.2091
H  3.4380  0.4395  -1.1229
N  -0.1379  2.0361  -1.4504
C  -1.1854  2.8440  -1.7090
C  -1.7259  3.5967  -0.5836
C  -3.0518  4.0628  -0.5150
C  -3.5340  4.6805  0.6263
C  -2.7245  4.8629  1.7426
C  -1.4113  4.4034  1.6952
C  -0.9239  3.7818  0.5620
C  -1.6885  2.9435  -3.0629
C  -2.3937  4.0669  -3.5387
C  -2.8394  4.1380  -4.8460
C  -2.5935  3.1013  -5.7417
C  -1.8764  1.9945  -5.2956
C  -1.4292  1.9133  -3.9909
H  -3.7199  3.8933  -1.3489
H  -4.5659  5.0118  0.6522
H  -3.1127  5.3449  2.6309
H  -0.7649  4.5295  2.5577
H  0.0889  3.4045  0.5188
H  -2.5628  4.9067  -2.8774
H  -3.3748  5.0213  -5.1757
H  -2.9446  3.1587  -6.7641
H  -1.6686  1.1781  -5.9780
H  -0.8812  1.0425  -3.6527
O  0.4968  -0.8191  3.3468
N  1.2574  0.1374  2.9549
C  2.5498  -0.1069  2.6352
C  3.3895  0.9102  2.2427
C  2.9215  2.2108  2.1637
C  1.5884  2.4417  2.4632
C  0.7712  1.3987  2.8361
H  2.8291  -1.1464  2.6864
H  4.4067  0.6566  1.9822
H  3.5684  3.0189  1.8525
H  1.1616  3.4316  2.3974
H  -0.2821  1.4874  3.0539

## Properties
- Net charge: -1
- Frontier orbital gap (alpha / beta): 5.0973 / 7.4054 eV
- <S²>: 3.782
- Multiplicity: 4
- E_tot: -1690.21089 hartree